A molecular structure, C3H4N3, computed with ωB97M-V with the def2-TZVPD basis set.

Highest occupied orbital energy (alpha / beta)   -16.8 / -16.8 eV
Gap between HOMO and LUMO (alpha / beta)   8.8 / 8.8 eV
Net charge   +1
Energy relative to the best compared isomer or geometry (same formula, charge and spin)   5.341 eV

The geometry in XYZ format:
```
10
C3H4N3 | OMol25 | ωB97M-V with the def2-TZVPD basis set
C -1.0793 -2.5534 1.0106
C 0.0960 -1.0835 1.0999
C -0.2133 0.3850 -0.3956
N -1.8352 -1.8968 1.8678
N -1.0313 -0.9299 1.9612
N -0.0087 -2.2928 0.4257
H 1.0697 -0.7252 1.4100
H 0.1499 -0.1543 -1.2579
H 0.4164 1.1685 0.0011
H -1.2783 0.5518 -0.3216
```



2 unconnected molecules or ions with the total composition C4H10O, computed with ωB97M-V with the def2-TZVPD basis set.

SMILES   C=CCCO.[H][H]
Highest occupied orbital energy   -9.2 eV
Gap between HOMO and LUMO   10.2 eV
Energy relative to the best compared isomer or geometry (same formula, charge and spin)   2.595 eV

The geometry in XYZ format:
```
15
C4H10O | OMol25 | ωB97M-V with the def2-TZVPD basis set
C -2.2436 -0.3451 0.0676
C -1.0292 -0.0521 0.5282
C 0.2464 -0.6713 0.0260
C 1.5381 0.1472 0.0736
O 2.5920 -0.7948 -0.0545
H -2.3774 -0.9839 -0.8042
H -3.1342 0.1063 0.4953
H -0.9217 0.6789 1.3337
H 0.1165 -1.0715 -0.9862
H 0.4128 -1.5282 0.6865
H 1.5816 0.8890 -0.7385
H 1.6125 0.6948 1.0275
H 3.4280 -0.3186 -0.1230
H -1.2169 1.4045 -0.7595
H -0.6048 1.8448 -0.7725
```



2 unconnected molecules or ions with the total composition C4H15N2O, computed with ωB97M-V with the def2-TZVPD basis set.

Highest occupied orbital energy   -13.9 eV
Gap between HOMO and LUMO   11.0 eV
Net charge   +1
Energy relative to the best compared isomer or geometry (same formula, charge and spin)   1.063 eV

The geometry in XYZ format:
```
22
C4H15N2O | OMol25 | ωB97M-V with the def2-TZVPD basis set
C -0.6839 2.0911 1.6191
C -0.3128 1.1585 0.4263
C -1.3663 0.0049 0.3468
C -0.7644 -1.2666 -0.3593
N 0.4191 -0.9323 -1.2847
N -0.1100 1.8111 -0.8607
H 0.0719 2.1625 2.4291
H -0.9007 3.1679 1.3901
H -1.5904 1.7532 2.1211
H 0.5932 0.6367 0.7844
H -1.5760 -0.2857 1.4043
H -2.2477 0.3026 -0.2615
H -1.4944 -1.9278 -0.8933
H -0.3384 -1.8795 0.4589
H 0.2553 -0.9587 -2.2860
H 0.7160 0.0727 -1.1470
H 1.0928 -1.6717 -1.1103
H -1.0061 2.1941 -1.1448
H 0.5739 2.5359 -0.7216
H 3.1926 -2.3007 -0.2369
H 2.8666 -3.6856 -0.0295
O 2.6099 -2.9826 -0.6445
```



16 unconnected molecules or ions with the total composition C60H68F4O36, computed with ωB97M-V with the def2-TZVPD basis set.

Highest occupied orbital energy   -9.0 eV
Gap between HOMO and LUMO   9.5 eV

The geometry in XYZ format:
```
168
C60H68F4O36 | OMol25 | ωB97M-V with the def2-TZVPD basis set
F 4.6541 -5.8031 -4.1274
C 4.2856 -5.2420 -2.9420
C 3.3704 -5.8768 -2.1221
C 3.0606 -5.3841 -0.8007
C 3.7723 -4.2256 -0.4428
C 4.6087 -3.5675 -1.3398
C 4.9408 -4.0843 -2.5944
H 3.0611 -6.8188 -2.4870
H 2.2958 -5.8416 -0.1785
H 3.5352 -3.8081 0.5534
H 5.1863 -2.6633 -0.9931
H 5.5942 -3.6333 -3.2698
F 0.2648 -10.3528 0.4355
C -0.1862 -9.0812 0.2819
C 0.3701 -8.0409 1.0037
C -0.0786 -6.7693 0.6621
C -1.1437 -6.6059 -0.2696
C -1.7469 -7.6618 -0.9241
C -1.1437 -8.9139 -0.7267
H 1.1651 -8.2435 1.7481
H 0.3230 -5.9714 1.1890
H -1.6125 -5.6258 -0.2921
H -2.5779 -7.5116 -1.6241
H -1.4364 -9.7577 -1.3662
F -1.8214 1.3935 -0.2123
C -0.8989 0.4173 -0.0356
C 0.3989 0.8202 -0.0065
C 1.3348 -0.1381 0.3557
C 0.8995 -1.4176 0.6740
C -0.4103 -1.8554 0.5614
C -1.3599 -0.8559 0.2651
H 0.6262 1.8696 -0.2897
H 2.3936 0.0908 0.3291
H 1.5215 -2.1442 1.0881
H -0.7529 -2.8682 0.6602
H -2.4048 -1.0629 0.3872
F 1.7286 0.7558 -4.1282
C 2.5502 1.7016 -4.7693
C 3.5935 1.2806 -5.5931
C 4.3269 2.2612 -6.1962
C 4.0400 3.5987 -5.9831
C 3.0223 4.0104 -5.2023
C 2.3037 3.0019 -4.5288
H 3.8293 0.2539 -5.7334
H 5.1764 1.9166 -6.8171
H 4.6974 4.3106 -6.4740
H 2.6649 5.0008 -5.2053
H 1.4564 3.1369 -3.8983
C -7.0386 -1.6722 2.2938
C -7.4180 -0.6545 1.1843
O -7.4182 0.6080 1.8754
C -6.7571 0.4246 3.0457
O -6.3291 1.3190 3.7575
O -6.6146 -0.8515 3.3182
H -6.2659 -2.3332 1.9384
H -7.8637 -2.2271 2.6697
H -8.3828 -0.8489 0.7337
H -6.6627 -0.5483 0.3641
C -5.4637 -3.1406 -2.2750
C -3.9400 -3.2588 -2.4617
O -3.4643 -2.8171 -1.1845
C -4.4439 -2.8576 -0.2748
O -4.2637 -2.4767 0.8497
O -5.6172 -3.1730 -0.8543
H -6.0137 -3.9913 -2.6739
H -5.8819 -2.2546 -2.6568
H -3.6056 -2.5449 -3.2181
H -3.6134 -4.3144 -2.6342
C 3.0273 1.1138 4.8571
C 2.0611 2.3071 5.0163
O 2.9517 3.3676 5.4394
C 4.2123 3.0809 5.1560
O 5.1312 3.7845 5.1633
O 4.3236 1.7338 4.9062
H 2.8636 0.6421 3.9062
H 2.9281 0.3439 5.6469
H 1.2324 2.2435 5.8085
H 1.5909 2.6007 4.0515
C -1.5811 0.5388 -3.4763
C -2.3545 1.8820 -3.5758
O -3.6615 1.5834 -3.1801
C -3.6611 0.3297 -2.6427
O -4.5081 -0.0235 -1.8964
O -2.6462 -0.4030 -2.9948
H -0.8598 0.5932 -2.6594
H -1.1547 0.1103 -4.4052
H -2.3291 2.0960 -4.6204
H -2.0634 2.7033 -2.9304
C -7.9926 2.7111 -0.2491
C -7.6537 3.4942 1.0285
O -6.3735 4.1087 0.7399
C -5.9594 3.7235 -0.5079
O -5.0263 4.1802 -1.0944
O -6.8388 2.7949 -1.0543
H -8.8605 2.9589 -0.7487
H -8.0852 1.6512 0.0036
H -7.5424 2.8994 1.9077
H -8.2884 4.3316 1.1757
C -3.2788 6.9786 -1.4686
C -3.0876 6.5061 0.0197
O -1.8588 5.7856 -0.0288
C -1.6785 5.3114 -1.2722
O -0.9085 4.4881 -1.6710
O -2.4635 5.9855 -2.1661
H -2.8095 7.9388 -1.7293
H -4.2712 6.9245 -1.8253
H -3.8922 5.8525 0.2057
H -3.0099 7.3107 0.6930
C 3.0565 5.1467 2.5743
C 4.5000 5.6870 2.6676
O 4.7892 5.9339 1.2794
C 3.7119 5.8607 0.5177
O 3.6929 6.0532 -0.6797
O 2.6971 5.3060 1.2296
H 2.4088 5.6886 3.1983
H 2.9467 4.0615 2.8092
H 5.2232 5.0520 3.1437
H 4.3452 6.6448 3.2011
C 0.6058 -3.4117 -2.4877
C 1.5152 -2.4714 -3.2758
O 0.6234 -1.9470 -4.2864
C -0.4547 -2.7345 -4.4099
O -1.2593 -2.7274 -5.2932
O -0.5410 -3.5798 -3.3592
H 0.3032 -2.9372 -1.5275
H 1.0770 -4.3899 -2.2074
H 2.4628 -2.7997 -3.6844
H 1.8640 -1.5858 -2.6447
C -2.2116 2.7897 2.8980
C -3.4614 1.9678 2.7307
O -3.0466 0.6568 3.2731
C -1.6826 0.7318 3.5715
O -1.1299 -0.2153 4.1125
O -1.1303 1.7936 3.1603
H -2.2737 3.3359 3.8214
H -1.9701 3.3347 2.0685
H -3.7465 1.8278 1.6881
H -4.3241 2.2100 3.3109
C 4.7092 -0.9531 2.3523
C 6.0771 -0.4911 1.9444
O 5.9822 0.9533 2.0979
C 4.6785 1.2852 2.0284
O 4.3431 2.4207 1.8729
O 3.9493 0.1777 2.0571
H 4.6906 -1.2381 3.4218
H 4.2206 -1.7619 1.8089
H 6.3334 -0.5962 0.9282
H 6.9203 -0.7478 2.5235
C -0.1455 -3.0203 5.0365
C 0.9154 -2.0597 5.6535
O 1.8817 -2.0541 4.6053
C 1.7149 -3.0040 3.7114
O 2.4724 -3.1987 2.7995
O 0.5845 -3.6823 3.9727
H -0.9663 -2.4547 4.5984
H -0.4753 -3.8131 5.7503
H 1.3823 -2.4366 6.5405
H 0.5007 -1.0861 5.7673
C 5.4402 2.6610 -2.5848
C 4.5907 2.3598 -1.4037
O 4.8973 0.9502 -1.0928
C 6.1225 0.6712 -1.6494
O 6.8131 -0.1982 -1.2695
O 6.4240 1.6127 -2.6082
H 6.0544 3.5493 -2.6050
H 4.8202 2.5077 -3.4642
H 3.5594 2.4165 -1.5825
H 4.8744 3.0036 -0.5575
```